Record 1
This record from the OMol25 dataset describes a cluster of 5 separate species, C36H76BrClIN5O16PS4 in total. The level of theory is ωB97M-V with the def2-TZVPD basis set.

```
141
Properties=species:S:1:pos:R:3
C 2.5132 0.4476 0.7419
C 1.4579 1.1183 -0.2271
C 1.1033 0.1184 -1.3717
N -0.0763 -0.7283 -1.2077
C -0.0828 -1.8656 -0.4468
N 0.6130 -2.9539 -0.5536
C 1.5354 -3.0463 -1.7016
C 1.0021 -4.2356 -2.5789
O -0.1287 -4.1249 -2.9334
N 1.8228 -5.3115 -2.9366
C 1.0910 -6.3360 -3.6859
C 2.9049 -4.7281 -3.7785
C 0.6026 -4.1309 0.3479
I -0.9863 -5.5615 0.0733
C 0.6812 -3.7866 1.8591
C 0.9657 -5.0425 2.7443
N -1.1021 -1.6130 0.5585
Br -0.5304 -0.6241 2.0276
C -2.1748 -1.0212 -0.2984
C -3.1477 -0.2494 0.6302
C -4.5707 -0.0036 0.0089
C -5.2438 1.2997 0.5137
C -6.4793 1.5466 -0.4331
C -5.7689 1.1160 1.9588
P -3.0365 -2.6533 -0.7879
O -4.2302 -2.3354 -1.8903
Cl -4.0468 -3.3727 0.9157
C -1.4689 -0.2368 -1.5052
C -1.7370 1.2757 -1.4025
C -1.1588 2.1465 -2.5511
C -0.1350 3.1827 -2.0739
N 0.9865 3.3932 -2.9123
O -0.1862 3.7823 -1.0400
C -1.6592 -0.8109 -2.9353
C -2.9959 -0.2499 -3.6070
C -3.6722 -1.2435 -4.5884
O -2.9141 0.0064 -4.9920
H 3.5023 0.8600 0.4844
H 2.2692 0.6641 1.7917
H 2.5799 -0.6441 0.5987
H 0.6090 1.4710 0.3670
H 1.9700 1.9795 -0.6772
H 1.9897 -0.5358 -1.4608
H 1.1044 0.6905 -2.3185
H 1.4400 -2.1810 -2.3664
H 2.5696 -3.2385 -1.3847
H 0.0887 -6.5301 -3.2792
H 0.9403 -6.0787 -4.7505
H 1.6438 -7.2854 -3.5947
H 2.5125 -4.3131 -4.7253
H 3.6459 -5.5165 -3.9714
H 3.4358 -3.9130 -3.2616
H 1.5293 -4.6843 0.1247
H -0.3312 -3.4688 2.1542
H 1.4489 -3.0287 2.0795
H 0.0131 -5.5879 2.8506
H 1.7312 -5.7062 2.3173
H 1.2130 -4.7110 3.7640
H -3.3421 -0.8227 1.5510
H -2.7935 0.7383 0.9682
H -4.5779 -0.0350 -1.0923
H -5.2010 -0.8494 0.3424
H -4.5008 2.1130 0.4515
H -7.3052 2.0314 0.0987
H -6.1057 2.1204 -1.2959
H -6.7678 0.5507 -0.8117
H -6.3874 0.2100 2.0535
H -4.9286 0.9979 2.6687
H -6.3357 2.0232 2.2219
H -4.6683 -3.1904 -2.0469
H -1.3604 1.7046 -0.4575
H -2.8185 1.4725 -1.3660
H -1.9860 2.7297 -2.9984
H -0.7016 1.5977 -3.3860
H 1.5574 4.1727 -2.5925
H 0.7310 3.4653 -3.8926
H -1.7236 -1.9056 -2.9909
H -0.9032 -0.4555 -3.6511
H -3.6652 0.3739 -2.9954
H -3.0465 -1.9127 -5.1798
H -4.7350 -1.0714 -4.7611
O -2.0652 -6.7624 5.3072
S -3.4979 -6.7626 5.3241
O -4.2522 -6.9704 4.1255
O -4.0036 -5.4152 6.0260
C -3.5517 -4.1694 5.4773
C -4.2259 -3.8446 4.1574
C -4.0711 -7.8891 6.5513
H -2.4639 -4.1774 5.3729
H -3.7990 -3.4005 6.2082
H -3.9504 -4.5647 3.3880
H -3.9316 -2.8533 3.8102
H -5.3116 -3.8801 4.2595
H -3.5273 -7.7150 7.4762
H -3.8772 -8.8947 6.1828
H -5.1397 -7.7442 6.6904
O 5.1104 6.4095 0.2911
S 4.1765 6.6255 -0.7717
O 3.8092 5.5632 -1.6646
O 4.6524 7.8836 -1.6310
C 5.9740 7.8617 -2.1962
C 6.0819 6.9143 -3.3763
C 2.7034 7.3345 -0.1236
H 6.7088 7.6180 -1.4259
H 6.1814 8.8773 -2.5302
H 5.9375 5.8789 -3.0676
H 7.0656 6.9914 -3.8402
H 5.3165 7.1404 -4.1200
H 2.9626 8.1624 0.5312
H 2.1904 6.5559 0.4395
H 2.0772 7.6696 -0.9484
O 1.0261 8.6948 -2.6413
S 0.1061 8.6463 -3.7394
O 0.5213 8.9257 -5.0776
O -1.1601 9.5522 -3.3896
C -0.9358 10.9363 -3.0611
C -0.5747 11.7673 -4.2776
C -0.7122 7.0860 -3.7280
H -0.1718 11.0197 -2.2852
H -1.8684 11.3053 -2.6364
H 0.3848 11.4630 -4.6951
H -0.5051 12.8225 -4.0127
H -1.3225 11.6436 -5.0619
H -1.0614 6.8769 -2.7193
H 0.0075 6.3312 -4.0403
H -1.5403 7.1171 -4.4324
O 3.5148 -4.2459 4.8756
S 4.2945 -5.3052 5.4496
O 4.1940 -5.6458 6.8331
O 5.8315 -5.0696 5.0822
C 6.4373 -3.8204 5.4610
C 6.6962 -3.7333 6.9532
C 4.0540 -6.7747 4.5057
H 5.8230 -2.9849 5.1177
H 7.3851 -3.7649 4.9271
H 5.7641 -3.7272 7.5177
H 7.2398 -2.8195 7.1943
H 7.2741 -4.5937 7.2925
H 4.1606 -6.5416 3.4492
H 3.0466 -7.1317 4.7141
H 4.7834 -7.5176 4.8193
```

As for the charge: +1. For the frontier orbital gap, the calculation gives 7.19 eV. The multiplicity is 1.

Mulliken population analysis, charges in e, atoms 1 to 2:
1. C -1.191
2. C -0.576

=====

Record 2
This record from the OMol25 dataset describes a structure of composition C33H23ClGdN8O4. The level of theory is ωB97M-V with the def2-TZVPD basis set.

```
70
Properties=species:S:1:pos:R:3
Gd 0.0816 -0.3716 -0.9161
C 3.6639 2.1374 -2.3252
C 2.4010 1.5642 -2.1776
N 2.0178 0.9147 -1.0905
C 2.8737 0.7932 -0.0320
C 4.1931 1.3066 -0.1255
C 4.5618 1.9842 -1.3063
C 5.0854 1.1826 0.9565
C 4.6411 0.6008 2.1053
C 3.3301 0.1159 2.2226
C 2.4016 0.1659 1.1908
N 1.0867 -0.2696 1.1777
C 0.3626 -0.8663 2.1865
C 0.7903 -1.2711 3.4492
C -0.0338 -1.9349 4.3674
C -1.3326 -2.2386 4.0803
C -1.8531 -1.8452 2.8332
C -3.1909 -2.1201 2.4764
C -3.6795 -1.7271 1.2625
C -2.8172 -1.0534 0.3960
N -1.5582 -0.7832 0.6906
C -1.0369 -1.1598 1.8942
H 3.9066 2.6750 -3.2300
H 1.6750 1.6467 -2.9787
H 5.5624 2.3931 -1.3742
H 6.0913 1.5705 0.8675
H 5.2949 0.5179 2.9633
H 3.0745 -0.2862 3.1813
H 1.7958 -1.1026 3.7756
H 0.3900 -2.2213 5.3211
H -1.9607 -2.7663 4.7858
H -3.8186 -2.6462 3.1853
H -4.6986 -1.9275 0.9655
H -3.1731 -0.6991 -0.5668
O -1.0914 2.5259 -5.9985
C -1.6729 3.2424 -5.0624
O -2.2467 4.2739 -5.2852
C -1.5819 2.7202 -3.6545
C -2.0095 3.4239 -2.5304
Cl -2.6207 4.9913 -2.4272
N -1.7654 2.6608 -1.4394
N -1.2052 1.4956 -1.7999
C -1.0897 1.5129 -3.1321
C -0.4808 0.2893 -3.8087
O -0.2641 0.3168 -5.0107
O -0.2256 -0.6781 -3.0111
C -2.0423 2.8879 -0.0568
C -1.0648 2.5557 0.8740
C -1.3372 2.6906 2.2247
C -2.5688 3.1716 2.6444
C -3.5308 3.5185 1.7076
C -3.2775 3.3713 0.3525
H -0.7495 1.6538 -5.6758
H -0.0807 2.2393 0.5492
H -0.5776 2.4322 2.9515
H -2.7755 3.2817 3.7003
H -4.4912 3.8984 2.0284
H -4.0383 3.6162 -0.3731
N 0.0151 -5.8142 0.9603
C 0.3591 -4.9986 -0.0613
C 0.3553 -3.5980 0.0624
N 0.6459 -2.8056 -0.9649
C 0.9795 -3.3908 -2.1243
C 1.0065 -4.7724 -2.2274
N 0.6895 -5.5711 -1.2213
H -0.1380 -5.4693 1.8889
H 0.1045 -6.8036 0.8065
H 0.1325 -3.1372 1.0153
H 1.2161 -2.7509 -2.9615
H 1.2937 -5.2589 -3.1513
```

As for the charge: +1. As for the energy above the lowest of the compared OMol25 structures with the same formula, charge and spin: 0.000 eV. For the frontier orbital gap (spin up / spin down), the calculation gives 6.96 / 4.57 eV. The multiplicity is 8.

Mulliken population analysis, charges in e, atoms 1 to 2:
1. Gd 0.152
2. C -1.300

=====

Record 3
This record from the OMol25 dataset describes a structure of composition C21H15NO7Pt. The level of theory is ωB97M-V with the def2-TZVPD basis set.

```
45
Properties=species:S:1:pos:R:3
Pt 0.0193 1.1190 -2.2604
O -0.9485 -2.3822 -4.0704
C -0.3907 -1.2556 -3.5934
O -1.1750 -0.3774 -3.0635
C 0.9995 -1.0576 -3.6690
C 2.0302 -1.9329 -4.0904
C 3.3363 -1.5606 -3.9313
C 3.6719 -0.3177 -3.3409
C 2.6472 0.5197 -2.9589
N 1.3736 0.1729 -3.1655
C 2.7529 1.8322 -2.1780
O 3.8057 2.4021 -2.0125
O 1.6254 2.2241 -1.6620
H -1.9069 -2.3255 -3.9389
H 1.7616 -2.8895 -4.5051
H 4.1327 -2.2266 -4.2298
H 4.6971 -0.0408 -3.1666
O 0.0470 -0.1077 -0.0095
C -0.7760 0.4230 0.9599
C -1.7385 1.7658 0.1741
O -2.5470 2.2216 0.9173
O -1.3762 1.9536 -0.9690
C -0.0328 1.1415 2.0407
C 1.3695 1.1594 2.0567
C 2.0638 1.7836 3.0754
C 1.3896 2.4137 4.1056
C 0.0063 2.4258 4.0898
C -0.6941 1.8115 3.0715
C -1.8213 -0.5860 1.3383
C -2.9276 -0.3080 2.1423
C -3.8107 -1.3101 2.5004
C -3.6376 -2.6050 2.0414
C -2.5627 -2.8884 1.2158
C -1.6677 -1.8958 0.8680
H 0.9143 0.3266 0.0340
H 1.9716 0.6727 1.2992
H 3.1426 1.7759 3.0619
H 1.9322 2.8836 4.9106
H -0.5372 2.9265 4.8742
H -1.7643 1.8955 3.0622
H -3.1455 0.6981 2.4525
H -4.6522 -1.0719 3.1335
H -4.3324 -3.3832 2.3213
H -2.4143 -3.8892 0.8370
H -0.8311 -2.1367 0.2315
```

As for the charge: 0. As for the energy above the lowest of the compared OMol25 structures with the same formula, charge and spin: 0.722 eV. For the frontier orbital gap (spin up / spin down), the calculation gives 6.69 / 5.42 eV. The multiplicity is 3.

Mulliken population analysis, charges in e, atoms 1 to 2:
1. Pt 1.514
2. O -0.494

=====

Number 1: F_max 3.84 eV/A. Number 2: F_max 1.79 eV/A. Number 3: F_max 1.46 eV/A.